This record from the Open Molecules 2025 dataset describes a molecular structure, C60H58BrI2N8O9S2Te2Ti. The level of theory is ωB97M-V/def2-TZVPD.

- Frontier orbital gap (alpha / beta): 4.02 / 3.08 eV
- LUMO energy (alpha / beta): 0.1245 / 0.0911 hartree
- M: 1736.08 g mol⁻¹
- Electronic energy: -239127.8807 eV
- HOMO level (alpha / beta): -0.6 / -0.6 eV

```
! wB97M-V def2-TZVPD RIJCOSX def2/J DEFGRID3
* xyz -2 2
Ti 0.509 -0.426 -0.830
O 3.655 -1.905 0.615
S 2.802 -2.500 -0.431
O 2.712 -3.934 -0.280
O 1.418 -1.880 -0.316
C 3.677 -2.162 -1.988
C 4.977 -2.826 -1.891
C 5.551 -3.403 -2.983
C 4.923 -3.391 -4.250
C 3.644 -2.854 -4.360
C 3.001 -2.312 -3.271
S 1.328 -1.783 -3.303
O 0.904 -1.609 -4.670
O 0.631 -2.801 -2.544
O 1.356 -0.467 -2.529
H 5.458 -2.823 -0.923
H 6.520 -3.875 -2.870
H 5.412 -3.829 -5.109
H 3.126 -2.841 -5.312
C 3.219 -1.822 4.099
Te 1.839 -1.113 2.530
C 3.278 0.523 2.648
C 3.880 0.541 4.014
C 4.472 1.682 4.541
C 5.005 1.660 5.822
C 4.919 0.506 6.586
C 4.320 -0.631 6.061
C 3.820 -0.629 4.765
H 3.997 -2.381 3.571
H 2.750 -2.496 4.815
H 2.834 1.482 2.411
H 4.027 0.297 1.881
H 4.512 2.587 3.947
H 5.473 2.547 6.229
H 5.312 0.491 7.595
H 4.240 -1.530 6.661
I 3.826 -0.041 -1.431
I 5.202 2.688 -1.417
C 1.335 4.775 -2.366
C 0.432 3.747 -1.783
C -0.737 3.846 -1.053
C -1.144 2.523 -0.807
N -0.273 1.675 -1.355
N 0.678 2.438 -1.918
C -2.372 2.039 -0.114
H 1.156 4.872 -3.439
H 2.380 4.493 -2.218
H 1.159 5.740 -1.894
H -1.229 4.744 -0.720
H 1.330 1.994 -2.556
H -3.149 1.800 -0.846
H -2.766 2.792 0.566
H -2.148 1.135 0.451
Br -1.132 3.233 3.248
C 0.440 3.684 2.293
C 0.942 4.961 2.459
C 2.068 5.366 1.757
C 2.677 4.498 0.861
C 2.160 3.236 0.679
C 1.049 2.778 1.405
C 0.732 1.353 1.316
O 0.100 0.747 2.195
O 1.330 0.651 0.360
H 0.449 5.629 3.152
H 2.475 6.355 1.926
H 3.569 4.772 0.311
H 2.647 2.536 0.010
C -2.494 -6.715 7.068
C -2.254 -5.686 5.994
C -1.044 -5.597 5.325
C -0.823 -4.620 4.359
C 0.522 -4.570 3.678
C -1.818 -3.680 4.021
Te -1.277 -2.321 2.255
N -0.991 -0.992 0.309
C -1.575 -1.350 -0.791
O -1.131 -0.853 -1.895
C -2.799 -2.212 -0.852
C -4.019 -1.587 -1.084
C -5.192 -2.326 -1.091
C -5.145 -3.695 -0.875
C -3.924 -4.325 -0.679
C -2.749 -3.589 -0.663
C -2.454 -0.745 3.071
C -3.527 -0.280 2.320
C -4.363 0.713 2.803
C -4.125 1.259 4.054
C -3.051 0.807 4.804
C -2.203 -0.194 4.336
C -1.056 -0.649 5.187
C -3.060 -3.816 4.669
C -4.222 -2.918 4.332
C -3.253 -4.791 5.643
H -1.631 -7.372 7.179
H -3.368 -7.327 6.835
H -2.680 -6.226 8.028
H -0.252 -6.302 5.558
H 1.190 -5.347 4.049
H 0.989 -3.597 3.846
H 0.420 -4.694 2.597
H -4.034 -0.517 -1.256
H -6.142 -1.837 -1.271
H -6.059 -4.276 -0.870
H -3.894 -5.398 -0.542
H -1.792 -4.079 -0.545
H -3.716 -0.721 1.350
H -5.201 1.050 2.205
H -4.766 2.041 4.443
H -2.852 1.252 5.772
H -0.962 -0.032 6.080
H -0.128 -0.583 4.615
H -1.184 -1.692 5.483
H -4.251 -2.737 3.259
H -4.125 -1.951 4.825
H -5.165 -3.370 4.643
H -4.219 -4.853 6.138
C -1.953 0.912 -4.451
C -0.630 1.137 -5.094
N 0.491 1.324 -4.458
C 1.483 1.355 -5.408
C 0.943 1.205 -6.645
N -0.418 1.069 -6.448
C -1.402 1.231 -7.478
N -1.267 2.520 -8.119
N -0.984 2.611 -9.442
N -0.748 3.831 -9.746
C -0.839 4.594 -8.616
C -0.641 5.960 -8.401
C -0.788 6.428 -7.113
C -1.131 5.579 -6.051
C -1.337 4.227 -6.243
C -1.174 3.751 -7.541
H -1.803 0.904 -3.375
H -2.340 -0.069 -4.736
H -2.694 1.672 -4.720
H 2.517 1.471 -5.126
H 1.376 1.163 -7.629
H -2.390 1.134 -7.026
H -1.287 0.483 -8.263
H -0.370 6.617 -9.216
H -0.631 7.479 -6.910
H -1.228 5.985 -5.053
H -1.593 3.575 -5.420
*
```

---

This record from the Open Molecules 2025 dataset describes 9 unconnected molecules or ions with the total composition C60H60O16P. The level of theory is ωB97M-V/def2-TZVPD.

- Frontier orbital gap: 7.17 eV
- LUMO energy: -0.1381 hartree
- M: 1068.10 g mol⁻¹
- Electronic energy: -105224.9298 eV
- HOMO level: -10.9 eV

```
! wB97M-V def2-TZVPD RIJCOSX def2/J DEFGRID3
* xyz 1 1
C -2.863 1.498 3.150
C -4.226 0.770 2.909
C -4.453 0.215 1.455
C -3.194 0.138 0.556
C -2.117 -0.870 1.042
C -2.438 -2.354 0.690
C -1.466 -3.268 1.496
C -1.926 -4.753 1.593
C -2.412 -5.101 3.049
C -3.685 -5.986 3.064
C -4.983 -5.240 2.641
C -5.021 -3.734 3.047
P -6.401 -2.948 2.058
H -3.035 2.223 3.969
H -2.142 0.769 3.550
H -2.492 2.067 2.291
H -4.340 -0.032 3.661
H -5.014 1.518 3.110
H -5.241 0.828 0.982
H -4.861 -0.818 1.520
H -2.739 1.122 0.380
H -3.538 -0.219 -0.439
H -1.176 -0.611 0.517
H -1.912 -0.805 2.123
H -3.504 -2.519 0.967
H -2.337 -2.538 -0.394
H -1.398 -2.842 2.515
H -0.457 -3.147 1.045
H -2.688 -4.993 0.831
H -1.061 -5.410 1.379
H -1.593 -5.669 3.519
H -2.548 -4.188 3.661
H -3.781 -6.485 4.044
H -3.520 -6.807 2.339
H -5.229 -5.339 1.572
H -5.817 -5.726 3.178
H -4.114 -3.157 2.800
H -5.249 -3.568 4.113
H -7.641 -3.546 2.382
H -6.405 -1.541 2.275
H -6.088 -3.215 0.694
C -0.542 5.799 0.092
C -1.701 5.373 0.590
C -2.394 4.198 0.019
O -3.452 3.807 0.472
C -1.751 3.512 -1.126
C -0.592 3.938 -1.624
C 0.101 5.115 -1.050
O 1.161 5.502 -1.502
H -0.020 6.656 0.496
H -2.184 5.860 1.427
H -2.273 2.654 -1.531
H -0.106 3.451 -2.461
C 2.179 -4.997 2.087
C 2.743 -6.204 2.069
C 3.648 -6.612 0.971
O 4.159 -7.710 0.954
C 3.905 -5.628 -0.105
C 3.341 -4.421 -0.087
C 2.436 -4.014 1.010
O 1.921 -2.913 1.030
H 1.514 -4.680 2.881
H 2.568 -6.936 2.848
H 4.570 -5.944 -0.899
H 3.516 -3.689 -0.865
C -6.536 -10.353 0.627
C -6.808 -9.266 1.347
C -6.761 -7.916 0.742
O -7.008 -6.922 1.407
C -6.403 -7.816 -0.690
C -6.131 -8.903 -1.410
C -6.178 -10.254 -0.807
O -5.932 -11.243 -1.461
H -6.565 -11.349 1.050
H -7.073 -9.318 2.395
H -6.375 -6.826 -1.110
H -5.866 -8.849 -2.458
C -9.958 -5.142 -4.834
C -8.955 -5.917 -4.425
C -8.115 -5.538 -3.269
O -7.197 -6.245 -2.897
C -8.430 -4.266 -2.582
C -9.432 -3.489 -2.990
C -10.274 -3.869 -4.147
O -11.186 -3.164 -4.515
H -10.584 -5.402 -5.678
H -8.710 -6.852 -4.914
H -7.803 -4.006 -1.738
H -9.677 -2.555 -2.501
C 2.188 4.204 2.525
C 3.278 3.535 2.895
C 4.136 4.021 4.000
O 5.131 3.411 4.334
C 3.737 5.275 4.677
C 2.646 5.944 4.306
C 1.789 5.459 3.203
O 0.793 6.065 2.863
H 1.548 3.866 1.719
H 3.585 2.616 2.412
H 4.377 5.615 5.480
H 2.339 6.863 4.788
C 9.094 6.645 2.072
C 8.067 7.285 2.628
C 7.271 6.663 3.709
O 6.331 7.244 4.215
C 7.658 5.305 4.150
C 8.685 4.664 3.595
C 9.482 5.285 2.513
O 10.418 4.703 2.008
H 9.689 7.082 1.280
H 7.769 8.279 2.319
H 7.064 4.868 4.941
H 8.981 3.670 3.904
C 5.497 7.445 -4.620
C 4.454 8.270 -4.705
C 3.139 7.904 -4.131
O 2.187 8.653 -4.209
C 3.026 6.590 -3.457
C 4.069 5.767 -3.373
C 5.383 6.132 -3.946
O 6.336 5.383 -3.869
H 6.467 7.692 -5.035
H 4.517 9.234 -5.193
H 2.060 6.339 -3.043
H 4.006 4.802 -2.885
C 9.388 4.990 -5.416
C 10.043 3.831 -5.434
C 10.965 3.489 -6.540
O 11.561 2.432 -6.560
C 11.133 4.484 -7.624
C 10.477 5.643 -7.606
C 9.555 5.984 -6.499
O 8.958 7.042 -6.480
H 8.708 5.259 -4.617
H 9.934 3.092 -4.651
H 11.812 4.216 -8.423
H 10.586 6.382 -8.389
*
```

---

This record from the Open Molecules 2025 dataset describes a molecular structure, C60H61N9O5S4V. The level of theory is ωB97M-V/def2-TZVPD.

- Frontier orbital gap (alpha / beta): 4.51 / 7.93 eV
- LUMO energy (alpha / beta): 0.0183 / 0.0182 hartree
- M: 1167.42 g mol⁻¹
- Electronic energy: -155876.5376 eV
- HOMO level (alpha / beta): -4.0 / -7.4 eV

```
! wB97M-V def2-TZVPD RIJCOSX def2/J DEFGRID3
* xyz 0 4
V 0.757 0.571 -0.950
N -1.502 0.688 -0.745
S -2.772 0.001 -0.622
N -2.992 -1.480 -1.352
S -2.713 -2.850 -0.663
N -1.380 -3.043 0.166
S 0.079 -2.585 -0.388
N 0.513 -1.192 -0.242
C 1.097 -3.638 0.620
C 2.441 -3.299 0.667
C 3.314 -4.122 1.361
C 2.841 -5.263 1.998
C 1.491 -5.582 1.954
C 0.608 -4.768 1.258
C 0.286 -3.315 -2.005
C 0.684 -4.642 -2.137
C 0.807 -5.176 -3.409
C 0.547 -4.389 -4.524
C 0.151 -3.069 -4.373
C 0.012 -2.526 -3.105
C -3.945 -3.384 0.398
C -5.290 -3.127 0.024
C -6.309 -3.680 0.763
C -6.039 -4.499 1.869
C -4.712 -4.777 2.212
C -3.663 -4.243 1.493
C -2.778 -3.988 -1.990
C -3.285 -3.632 -3.244
C -3.480 -4.621 -4.197
C -3.185 -5.949 -3.915
C -2.705 -6.297 -2.652
C -2.506 -5.331 -1.687
C -4.097 0.888 -1.433
C -4.999 0.293 -2.302
C -5.931 1.092 -2.952
C -5.946 2.463 -2.734
C -5.032 3.046 -1.862
C -4.099 2.259 -1.208
C -3.396 -0.152 1.060
C -4.687 0.235 1.395
C -5.090 0.163 2.724
C -4.216 -0.294 3.696
C -2.926 -0.688 3.345
C -2.515 -0.614 2.028
H 2.781 -2.401 0.159
H 4.368 -3.876 1.400
H 3.529 -5.906 2.533
H 1.124 -6.468 2.458
H -0.451 -4.987 1.209
H 0.896 -5.251 -1.269
H 1.105 -6.210 -3.528
H 0.654 -4.812 -5.516
H -0.041 -2.443 -5.234
H -0.306 -1.508 -2.973
H -5.498 -2.503 -0.840
H -7.337 -3.472 0.487
H -6.853 -4.925 2.444
H -4.499 -5.411 3.066
H -2.632 -4.443 1.758
H -3.497 -2.591 -3.452
H -3.860 -4.349 -5.176
H -3.334 -6.711 -4.670
H -2.491 -7.334 -2.423
H -2.158 -5.597 -0.694
H -4.955 -0.775 -2.467
H -6.648 0.641 -3.627
H -6.665 3.084 -3.253
H -5.039 4.117 -1.701
H -3.366 2.687 -0.530
H -5.367 0.595 0.636
H -6.099 0.454 2.992
H -4.540 -0.355 4.728
H -2.245 -1.052 4.105
H -1.527 -0.944 1.736
C 3.109 6.293 4.225
O 3.072 5.139 3.405
C 4.094 4.252 3.533
C 5.233 4.469 4.289
C 6.205 3.478 4.385
C 6.011 2.260 3.758
C 4.865 2.043 3.002
C 3.920 3.048 2.840
N 2.744 2.914 2.082
C 2.545 2.247 0.914
N 3.648 1.847 0.269
C 3.799 0.834 -0.708
C 2.726 0.168 -1.275
C 3.063 -0.842 -2.200
C 4.369 -1.158 -2.523
C 5.427 -0.464 -1.934
C 5.135 0.532 -1.026
O 6.075 1.286 -0.374
C 7.433 0.976 -0.616
N 1.318 2.038 0.472
C 0.305 2.826 1.122
C -0.701 2.229 1.853
C -1.718 2.967 2.447
C -1.723 4.343 2.323
C -0.694 4.979 1.640
C 0.321 4.235 1.053
O 1.372 4.816 0.421
C 1.607 6.185 0.705
H 2.171 6.816 4.056
H 3.938 6.951 3.955
H 3.186 6.027 5.281
H 5.378 5.409 4.804
H 7.099 3.665 4.966
H 6.742 1.468 3.864
H 4.683 1.073 2.560
H 1.958 3.443 2.423
H 4.521 2.204 0.618
H 2.265 -1.393 -2.689
H 4.583 -1.940 -3.244
H 6.449 -0.700 -2.199
H 8.014 1.623 0.034
H 7.706 1.168 -1.655
H 7.650 -0.068 -0.376
H -0.661 1.162 1.966
H -2.493 2.462 3.012
H -2.509 4.935 2.777
H -0.687 6.060 1.571
H 2.585 6.418 0.290
H 1.619 6.368 1.782
H 0.858 6.832 0.239
C 1.555 5.674 -2.687
S 1.142 3.920 -2.610
C -0.656 4.076 -2.554
H 1.080 6.214 -1.869
H 1.245 6.094 -3.645
H 2.639 5.750 -2.594
H -1.015 4.651 -3.409
H -0.962 4.552 -1.619
H -1.071 3.070 -2.593
O -0.087 0.392 -4.540
N 0.238 1.251 -3.807
O 0.531 0.801 -2.598
N 2.114 -0.519 2.554
H 1.675 -0.436 1.638
H 1.504 -1.108 3.109
H 2.968 -1.047 2.407
*
```